No. 1
Here is an isolated ion of composition C8H14N3O2 and charge +1 from the Open Molecules 2025 dataset. Energies are from ωB97M-V with the def2-TZVPD basis set.

Geometry as XYZ:
```
27
Properties=species:S:1:pos:R:3:lowdin_charge:R:1
C -0.58 2.14 -0.43 0.062
C -0.69 0.92 -1.04 -0.154
N -1.57 -0.07 -0.50 -0.099
C -2.55 0.28 0.50 -0.227
C -3.58 -0.82 0.78 -0.062
N -1.10 -1.38 -0.45 0.152
C 0.01 -1.91 -0.64 -0.025
O 1.16 -1.16 -0.70 0.053
C 1.46 -0.33 0.46 -0.463
O 0.73 -0.23 1.43 0.130
N 2.53 0.34 0.11 0.004
C 3.70 0.14 -0.62 -0.108
C 3.77 0.84 0.65 -0.051
H -0.18 2.97 -1.06 0.089
H -0.92 2.28 0.63 0.094
H -0.24 0.66 -2.03 0.137
H -2.09 0.37 1.48 0.116
H -2.91 1.25 0.14 0.139
H -3.86 -1.26 -0.16 0.067
H -3.11 -1.71 1.41 0.129
H -4.31 -0.33 1.40 0.085
H -1.95 -1.93 -0.57 0.173
H 0.17 -3.00 -0.68 0.188
H 3.68 0.70 -1.57 0.132
H 4.09 -0.91 -0.73 0.150
H 4.17 0.27 1.56 0.160
H 4.15 1.88 0.64 0.130
```

Computed properties:
* HOMO-LUMO gap (alpha / beta): 8.70 / 8.70 eV
* charge: +1
* energy above the lowest of the compared OMol25 structures with the same formula, charge and spin: 107.6 kcal/mol
* E_tot: -627.58178 a.u.
* LUMO energy (alpha / beta): -4.0 / -4.0 eV
* structure (SMILES): C=CN(CC)/[NH+]=C\OC(=O)N1CC1
* HOMO level (alpha / beta): -12.7 / -12.7 eV

---

No. 2
Here is an isolated ion of composition C8H14N3O2S and charge +1 from the Open Molecules 2025 dataset. Energies are from ωB97M-V with the def2-TZVPD basis set.

Geometry as XYZ:
```
28
Properties=species:S:1:pos:R:3:lowdin_charge:R:1
C 4.86 0.41 0.16 0.024
N 3.49 -0.01 -0.02 -0.086
C 3.08 -1.27 -0.35 0.005
C 1.71 -1.24 -0.39 -0.025
N 1.32 0.02 -0.08 -0.075
S -0.29 0.90 -0.01 0.816
O -0.20 1.75 -1.14 -0.256
O -0.25 1.42 1.32 -0.262
N -1.63 -0.68 -0.26 -0.067
C -2.55 -0.19 -1.23 -0.240
C -3.59 0.63 -0.47 -0.152
C -3.67 -0.09 0.88 -0.141
C -2.30 -0.79 1.00 -0.226
C 2.41 0.74 0.14 -0.057
H 5.01 1.38 -0.30 0.111
H 5.09 0.50 1.23 0.113
H 5.53 -0.31 -0.28 0.108
H 3.76 -2.07 -0.54 0.141
H 1.00 -2.01 -0.61 0.129
H -3.01 -1.09 -1.68 0.148
H -2.03 0.35 -2.02 0.114
H -4.55 0.65 -0.98 0.120
H -3.23 1.65 -0.35 0.114
H -3.84 0.59 1.70 0.116
H -4.46 -0.83 0.87 0.116
H -1.67 -0.36 1.79 0.105
H -2.39 -1.86 1.22 0.134
H 2.40 1.79 0.40 0.172
```

Computed properties:
* HOMO-LUMO gap: 9.63 eV
* charge: +1
* energy above the lowest of the compared OMol25 structures with the same formula, charge and spin: 0.0 kcal/mol
* E_tot: -1025.86645 a.u.
* LUMO energy: -3.9 eV
* structure (SMILES): Cn1cc[n+](S(=O)(=O)N2CCCC2)c1
* HOMO level: -13.6 eV

---

No. 3
Here is C8H14N3Re as an isolated structure from the Open Molecules 2025 dataset. Energies are from ωB97M-V with the def2-TZVPD basis set.

Geometry as XYZ:
```
26
Properties=species:S:1:pos:R:3:mulliken_spin:R:1
C 0.24 -1.19 -2.72 -0.046
Re -0.92 0.75 0.59 2.734
N -1.98 -1.08 0.57 0.059
H 0.80 0.70 0.06 -0.012
H 0.82 -1.89 -2.22 0.000
H 0.93 -0.87 -3.52 0.000
H 0.00 -0.55 -1.71 0.035
H -0.38 -1.81 -3.39 -0.001
H -2.90 -0.82 1.00 0.018
H -1.67 -1.93 1.11 0.016
H -2.18 -1.47 -0.37 0.008
N -1.11 2.29 4.04 0.058
C -1.46 1.96 2.79 0.199
N -0.36 1.30 2.24 -0.097
C 0.57 0.92 3.24 0.057
C 1.86 0.53 2.95 -0.026
C 2.83 0.84 3.88 0.016
C 2.45 1.55 5.03 -0.006
C 1.15 2.04 5.27 0.018
C 0.15 1.66 4.37 0.003
H -1.75 2.92 4.62 -0.005
H -2.31 2.25 2.15 -0.021
H 2.09 0.04 1.99 -0.006
H 3.87 0.55 3.79 0.001
H 3.16 1.78 5.79 -0.001
H 0.77 2.65 6.13 0.001
```

Computed properties:
* HOMO-LUMO gap (alpha / beta): 6.37 / 6.80 eV
* charge: +1
* energy above the lowest of the compared OMol25 structures with the same formula, charge and spin: 33.4 kcal/mol
* E_tot: -555.30052 a.u.
* LUMO energy (alpha / beta): -3.7 / -3.6 eV
* multiplicity: 4
* HOMO level (alpha / beta): -10.1 / -10.4 eV

---

No. 4
Here is an isolated ion of composition C8H14N3S and charge +1 from the Open Molecules 2025 dataset. Energies are from ωB97M-V with the def2-TZVPD basis set.

Geometry as XYZ:
```
26
Properties=species:S:1:pos:R:3:mulliken_spin:R:1
C 0.23 -1.68 -0.78 0.521
C 0.15 -0.78 1.89 0.205
C 0.00 -1.62 -2.19 0.002
C 0.22 -0.20 -2.78 0.053
C -0.73 0.87 -2.24 0.026
C -0.48 1.31 -0.78 0.030
C 0.92 1.85 -0.52 0.030
C -0.43 -0.37 4.21 0.007
N -0.37 0.12 1.22 0.184
N -0.86 0.22 0.07 0.730
N 0.28 -1.08 3.16 0.088
S 0.78 -2.30 0.53 0.073
H 0.62 -2.34 -2.73 0.018
H -1.05 -1.89 -2.35 0.009
H 1.25 0.09 -2.63 -0.003
H 0.05 -0.28 -3.85 -0.002
H -0.61 1.76 -2.87 -0.002
H -1.76 0.53 -2.33 -0.003
H -1.21 2.11 -0.57 0.025
H 1.67 1.06 -0.62 0.001
H 0.98 2.25 0.49 0.005
H 1.15 2.64 -1.22 -0.003
H 0.15 0.47 4.58 0.005
H -1.38 -0.01 3.83 -0.002
H -0.61 -1.06 5.04 0.007
H 1.06 -1.65 3.44 -0.001
```

Computed properties:
* HOMO-LUMO gap (alpha / beta): 5.83 / 6.41 eV
* charge: +1
* energy above the lowest of the compared OMol25 structures with the same formula, charge and spin: 2.6 kcal/mol
* E_tot: -875.22855 a.u.
* LUMO energy (alpha / beta): -4.4 / -6.3 eV
* multiplicity: 3
* HOMO level (alpha / beta): -10.2 / -12.7 eV